Record 1
13 unconnected molecules or ions with the total composition C6H39NO12S in a non-equilibrium geometry. Source: the OMol25 dataset; level of theory: ωB97M-V/def2-TZVPD.

Last column: Löwdin charge in e.
Element x y z (Å)
C 1.3643 -1.4597 -0.5699  -0.23
N 0.2912 -2.3701 -0.0506  -0.10
C -0.6810 -1.8581 0.9091  -0.29
C 0.0368 -1.8890 2.2543  -0.56
S -0.7888 -2.6610 3.7007  0.68
C 0.8391 -0.1619 -1.2166  -0.18
C -0.9199 0.6444 -2.8003  -0.11
C 0.2027 -0.3580 -2.6261  -0.21
H 1.9622 -1.1300 0.2996  0.07
H 2.0617 -1.9568 -1.1816  0.07
H -0.2801 -2.4435 -1.0244  0.15
H -0.8938 -0.7632 0.5631  0.12
H -1.5483 -2.5459 0.8916  0.11
H 1.1040 -2.0863 2.2155  0.07
H 0.1044 -0.8069 2.4705  0.05
H -0.0304 -3.8113 3.8436  -0.14
H 1.7797 0.3807 -1.3233  0.11
H 0.3019 0.3627 -0.4636  0.07
H -0.8616 1.4787 -3.5214  0.08
H -1.8140 0.1405 -3.2392  0.08
H -1.1876 1.1333 -1.8447  0.04
H -0.0417 -1.3708 -2.8639  0.09
H 1.0226 -0.0635 -3.2706  0.10
H -2.8234 -0.4423 -0.4535  -0.01
H -4.1869 -1.0482 -0.0712  0.06
O -3.3347 -1.2420 -0.4487  -0.05
H 1.0087 1.8727 3.1054  0.04
H 0.1872 2.0605 4.3090  0.07
O 0.5336 2.6339 3.6093  -0.10
H 3.6396 -3.0041 -1.5136  0.05
H 3.6881 -3.8642 -0.2066  0.02
O 3.7794 -2.9879 -0.5733  -0.06
H 4.1521 0.1056 0.2690  0.06
H 3.7450 -1.3297 0.5870  0.03
O 3.8037 -0.4363 0.9822  -0.07
H -3.1399 -2.7246 -1.5051  0.00
H -2.4406 -3.5633 -2.5974  0.02
O -2.6604 -3.5687 -1.6690  -0.08
H -3.7519 1.9051 -0.1303  0.07
H -2.2855 2.2606 -0.1941  -0.02
O -2.8742 1.4817 -0.0632  -0.09
H -1.1699 4.3142 2.8572  0.07
H 0.0435 3.5747 2.3647  0.04
O -0.5752 4.3275 2.0881  -0.08
H -3.5402 2.5447 -2.8354  0.04
H -2.3650 3.1002 -2.0819  -0.03
O -3.0643 3.3693 -2.6773  -0.05
H 3.1972 1.1471 2.6191  0.09
H 2.1641 0.6572 1.5909  0.04
O 2.2408 0.9327 2.5290  -0.07
H 0.5040 4.1964 -0.8166  0.03
H 1.7489 4.5112 -0.0151  0.02
O 1.3142 4.7903 -0.8222  -0.08
H 1.4835 -5.3469 0.6674  0.07
H 1.4207 -4.0057 0.0804  0.01
O 2.0585 -4.7465 0.1325  -0.10
H -1.1606 3.9314 0.6360  0.02
H -1.8662 4.4995 -0.6308  0.08
O -1.4972 3.6895 -0.2739  -0.09

2S+1 ... 1
Gap between HOMO and LUMO ... 9.0698 eV
LUMO ... 0.0022 Eh
Energy above the lowest of the compared OMol25 structures with the same formula, charge and spin ... 369.4 kJ/mol
E_tot ... -43749.1514 eV
Largest force on an atom ... 5.6 eV/Å

=====

Record 2
13 unconnected molecules or ions with the total composition C6H39NO13 in a non-equilibrium geometry. Source: the OMol25 dataset; level of theory: ωB97M-V/def2-TZVPD.

Last column: Löwdin charge in e.
Element x y z (Å)
C 1.4841 -2.3347 -0.2154  -0.09
C 1.4493 -1.9869 -1.7138  -0.22
N 0.9209 -0.5760 -1.8374  -0.05
C -2.2242 1.1987 -3.0533  -0.09
C -0.8156 1.0586 -2.4640  -0.22
C -0.1276 -0.2977 -2.8210  -0.33
C 0.3604 -0.2436 -4.2943  -0.20
O -0.2000 -1.4021 -4.9392  -0.07
H 0.5860 -1.8848 0.2094  0.03
H 2.3588 -1.8820 0.2394  0.08
H 1.3171 -3.4266 -0.1497  0.08
H 2.4983 -1.9127 -1.9937  0.10
H 0.9174 -2.6799 -2.3447  0.10
H 1.5766 0.0949 -1.4620  0.09
H -2.8483 0.3286 -2.8911  0.06
H -2.2551 1.1699 -4.1396  0.07
H -2.4675 2.2138 -2.6950  0.09
H -0.8212 1.1203 -1.3933  0.07
H -0.2496 1.9314 -2.8551  0.12
H -0.9518 -0.9993 -2.7411  0.13
H -0.0150 0.6685 -4.7755  0.11
H 1.4410 -0.0971 -4.3954  0.12
H 0.4405 -2.0779 -4.6934  0.07
H 1.0162 3.6050 2.0943  0.05
H 2.2308 2.8707 2.4234  0.06
O 1.8375 3.3110 1.6553  -0.06
H 2.3167 4.3731 -0.6191  0.05
H 3.2133 3.9730 -1.8858  0.06
O 2.5854 3.6757 -1.2200  -0.05
H -3.3676 -2.3562 -1.3862  0.03
H -4.1292 -3.2991 -0.4279  0.05
O -3.2470 -2.9614 -0.6518  -0.05
H -1.0547 0.0580 4.2601  0.06
H 0.3886 -0.4030 4.4631  0.05
O -0.1356 0.3829 4.2997  -0.07
H 1.5428 -1.7093 2.6677  -0.01
H 1.4671 -3.1299 2.5022  0.02
O 2.0684 -2.4890 2.9134  -0.07
H -0.7417 2.1774 0.9652  0.02
H -0.8595 1.9577 2.3765  -0.01
O -1.2914 2.4956 1.6954  -0.07
H 3.4982 1.9908 -0.1693  0.04
H 2.1065 2.1680 0.0272  0.02
O 2.7685 1.4232 0.1046  -0.11
H -2.8582 0.2979 2.0203  0.01
H -3.8310 0.2382 3.2183  0.04
O -3.3511 -0.3167 2.5913  -0.06
H -0.8472 2.4859 4.7024  0.03
H 0.4711 2.2884 4.0988  0.02
O -0.1944 2.9927 4.2171  -0.07
H -0.8201 -0.5774 -0.3493  0.01
H -1.4621 -0.9393 0.9589  0.05
O -1.3340 -0.1752 0.3775  -0.07
H 1.8773 0.6897 1.8930  0.03
H 0.7349 -0.0793 1.2590  0.01
O 1.0418 0.2503 2.1093  -0.07
H -1.3049 -4.9263 2.0158  0.04
H -1.7210 -4.0910 0.8031  0.01
O -0.9890 -4.2355 1.4155  -0.06

2S+1 ... 1
Gap between HOMO and LUMO ... 8.4946 eV
LUMO ... 0.0086 Eh
Energy above the lowest of the compared OMol25 structures with the same formula, charge and spin ... 450.1 kJ/mol
E_tot ... -34961.1788 eV
Largest force on an atom ... 3.1 eV/Å

=====

Record 3
A molecular structure, C6H3Br2I in a non-equilibrium geometry. Source: the OMol25 dataset; level of theory: ωB97M-V/def2-TZVPD.

Last column: Löwdin charge in e.
Element x y z (Å)
C -1.2951 1.7206 -2.2505  0.13
C -0.4575 1.3580 -1.4177  -0.14
C 0.5924 0.9327 -0.6017  -0.18
C 0.5446 0.8302 0.7430  -0.24
C 1.3879 -0.2511 1.1415  -0.50
C -0.9501 -2.0262 1.1046  -1.25
Br 3.1784 -0.4735 0.5303  0.64
Br 0.0535 -3.4977 0.7421  0.55
I -2.0737 -2.0813 2.8205  0.69
H -2.1480 1.9556 -2.9521  0.06
H 1.3902 0.4436 -1.3040  0.13
H -0.2228 1.0893 1.4440  0.11

2S+1 ... 1
Gap between HOMO and LUMO (spin up / spin down) ... 6.9084 / 6.9077 eV
LUMO (spin up / spin down) ... -0.0468 / -0.0467 Eh
Energy above the lowest of the compared OMol25 structures with the same formula, charge and spin ... 379.0 kJ/mol
E_tot ... -154446.5457 eV
Largest force on an atom ... 4.3 eV/Å

=====

Record 4
C6H3ClF3NO2 in the gas phase in a non-equilibrium geometry. Source: the OMol25 dataset; level of theory: ωB97M-V/def2-TZVPD.

Last column: Löwdin charge in e.
Element x y z (Å)
C -0.2522 -0.3027 0.3626  -0.09
C -0.3305 1.9534 -0.7427  -0.07
C -0.9043 0.7924 -0.3647  -0.09
C 1.9201 2.7644 -0.2812  -0.30
C 0.8124 -0.9881 0.1459  -0.68
C -2.4865 0.9103 -0.3110  -0.50
N 1.0126 2.2331 -0.8533  0.11
O 2.7611 3.1887 0.3844  0.19
O 1.3102 -2.0149 0.9095  0.00
F -3.0797 0.0264 0.5803  0.10
F -2.9297 2.1242 -0.0463  0.15
F -2.9867 0.6375 -1.5887  0.08
Cl 1.7948 -0.6112 -1.2918  0.70
H -0.7845 -0.5480 1.2330  0.12
H -0.9540 2.7750 -1.2146  0.16
H 2.2062 -1.8775 1.2157  0.10

2S+1 ... 1
Gap between HOMO and LUMO ... 9.7164 eV
LUMO ... 0.0086 Eh
SMILES ... O=C=N/C=C(\C=C(\O)Cl)C(F)(F)F
Energy above the lowest of the compared OMol25 structures with the same formula, charge and spin ... 0.0 kJ/mol
E_tot ... -32529.1979 eV
Largest force on an atom ... 4.0 eV/Å

=====

Record 5
C6H3NO in the gas phase in a non-equilibrium geometry. Source: the OMol25 dataset; level of theory: ωB97M-V/def2-TZVPD.

Last column: Löwdin charge in e.
Element x y z (Å)
C -1.5560 -0.2982 -0.0016  -0.36
C -1.2325 1.2116 -0.0005  0.00
C 0.0668 1.3667 -0.0270  -0.01
C 0.7213 -0.0150 0.0112  -0.20
C -0.2173 -0.9559 -0.0170  0.05
C 2.1320 -0.2006 -0.0183  -0.16
H -1.9555 2.0066 0.1083  0.11
H 0.6600 2.2891 0.0103  0.13
H -0.0496 -2.0246 0.0316  0.13
N 3.2737 -0.3425 0.0195  0.17
O -2.6321 -0.8157 0.0041  0.14

2S+1 ... 1
Gap between HOMO and LUMO ... 8.5940 eV
LUMO ... -0.0584 Eh
SMILES ... N#CC1=CC(=O)C=C1
Energy above the lowest of the compared OMol25 structures with the same formula, charge and spin ... 0.0 kJ/mol
E_tot ... -9806.2068 eV
Largest force on an atom ... 1.6 eV/Å

=====

Record 6
C6H4 in the gas phase in a non-equilibrium geometry. Source: the OMol25 dataset; level of theory: ωB97M-V/def2-TZVPD.

Last column: Löwdin charge in e.
Element x y z (Å)
C 1.4826 -0.6196 0.2702  -0.04
C 0.6176 -1.5435 -0.0189  0.01
C 1.6548 0.7541 0.0485  -0.07
C 0.3506 1.0134 -0.3901  -0.10
C -0.1358 -0.3042 -0.2873  -0.27
C -1.9346 -0.8555 -0.0274  0.17
H 2.4703 1.5174 0.2310  0.13
H -0.2707 1.9771 -0.4571  0.14
H -2.4015 0.0067 0.4811  0.02
H -1.8333 -1.9460 0.1501  0.02

2S+1 ... 1
Gap between HOMO and LUMO (spin up / spin down) ... 8.1750 / 7.6172 eV
LUMO (spin up / spin down) ... -0.0259 / -0.0532 Eh
Energy above the lowest of the compared OMol25 structures with the same formula, charge and spin ... 600.7 kJ/mol
E_tot ... -6276.2493 eV
Largest force on an atom ... 7.9 eV/Å

=====

The highest E_tot belongs to which entry? C6H4